1.
Formula: C48H105N5O7
Source: the OMol25 dataset
Level of theory: the ωB97M-V functional and the def2-TZVPD basis

Properties
- Relative energy (zero: lowest compared OMol25 entry of this formula, charge and spin): 3.444 eV
- Structure (SMILES): CC1(C)CCCC(C)(C)N1O.CC1(C)CCCC(C)(C)N1O.CC1(C)CCCC(C)(C)N1O.CC1(C)CCCC(C)(C)N1O.CC1(C)CCCC(C)(C)N1O.CCO.CO
- E_HOMO: -8.0 eV
- DFT total energy: -2691.99433 a.u.
- Gap between HOMO and LUMO: 8.40 eV
- E_LUMO: 0.43 eV

```
! wB97M-V def2-TZVPD RIJCOSX def2/J DEFGRID3
* xyz 0 1
C 3.80 -1.87 4.64
C 2.40 -1.76 4.05
C 2.40 -2.23 2.60
C 1.44 -2.80 4.75
C 1.07 -2.38 6.17
C 0.43 -0.99 6.16
C 1.26 0.04 5.39
C 0.30 1.27 5.16
C 2.49 0.48 6.31
N 1.70 -0.53 4.11
O 2.34 0.45 3.29
H 3.74 -2.05 5.72
H 4.41 -2.69 4.27
H 4.38 -0.99 4.36
H 1.41 -2.38 2.19
H 2.90 -1.52 1.94
H 2.96 -3.15 2.46
H 0.56 -3.03 4.15
H 1.95 -3.76 4.72
H 0.36 -3.12 6.52
H 1.96 -2.38 6.82
H 0.41 -0.63 7.19
H -0.58 -1.09 5.76
H -0.63 0.95 4.69
H 0.86 2.04 4.64
H 0.01 1.66 6.13
H 2.34 1.04 7.24
H 3.17 1.03 5.65
H 3.16 -0.30 6.65
H 3.13 0.66 3.79
C 3.09 -3.11 -2.81
C 1.61 -3.37 -2.44
C 1.59 -4.19 -1.08
C 0.89 -1.97 -2.13
C 0.51 -1.14 -3.43
C -0.26 -1.98 -4.44
C 0.35 -3.34 -4.81
C -0.92 -4.00 -5.54
C 1.51 -3.16 -5.84
N 0.78 -4.02 -3.53
O 0.95 -5.39 -3.69
H 3.75 -2.68 -2.05
H 3.43 -4.11 -3.10
H 3.16 -2.57 -3.75
H 0.59 -4.40 -0.69
H 2.10 -5.16 -1.09
H 2.18 -3.66 -0.34
H -0.04 -2.12 -1.58
H 1.45 -1.28 -1.50
H -0.13 -0.38 -2.98
H 1.40 -0.66 -3.84
H -0.24 -1.42 -5.37
H -1.24 -2.13 -3.97
H -0.74 -5.05 -5.76
H -1.20 -3.51 -6.47
H -1.84 -4.06 -4.95
H 1.33 -3.29 -6.91
H 2.20 -3.98 -5.63
H 2.08 -2.24 -5.71
H 0.30 -5.67 -3.04
C 5.74 0.71 1.02
C 5.62 2.26 1.19
C 7.04 2.87 1.19
C 4.77 2.83 -0.09
C 4.23 4.25 0.06
C 3.53 4.42 1.45
C 4.28 3.98 2.71
C 5.39 5.02 3.12
C 3.28 4.04 3.89
N 4.84 2.62 2.48
O 5.24 2.01 3.68
H 4.77 0.21 0.96
H 6.24 0.40 0.11
H 6.24 0.30 1.90
H 7.08 3.95 1.05
H 7.65 2.63 2.05
H 7.63 2.51 0.35
H 5.30 2.77 -1.04
H 3.94 2.16 -0.34
H 4.99 5.00 -0.15
H 3.45 4.41 -0.68
H 2.50 4.07 1.42
H 3.26 5.47 1.51
H 5.92 4.65 3.99
H 4.97 5.99 3.41
H 6.13 5.19 2.34
H 2.76 5.00 3.98
H 3.75 3.82 4.85
H 2.49 3.32 3.69
H 5.99 2.54 3.97
C -5.03 0.46 2.81
C -4.29 -0.94 2.74
C -3.26 -1.19 3.89
C -5.39 -2.05 2.86
C -4.98 -3.47 2.44
C -4.39 -3.48 1.03
C -3.22 -2.40 0.80
C -1.88 -2.94 1.48
C -3.11 -2.14 -0.68
N -3.75 -1.06 1.39
O -2.90 0.03 1.06
H -5.86 0.55 2.11
H -5.30 0.67 3.85
H -4.32 1.24 2.53
H -2.26 -0.91 3.55
H -3.37 -0.52 4.74
H -3.20 -2.19 4.33
H -5.76 -2.07 3.88
H -6.22 -1.79 2.19
H -4.20 -3.80 3.12
H -5.84 -4.15 2.43
H -5.08 -3.40 0.19
H -4.01 -4.49 0.89
H -1.69 -3.91 1.03
H -1.96 -3.04 2.57
H -1.05 -2.26 1.28
H -2.83 -3.06 -1.18
H -2.32 -1.43 -0.95
H -4.00 -1.70 -1.13
H -2.09 -0.11 1.56
C -4.40 2.95 -3.62
C -3.06 2.44 -4.29
C -1.97 3.54 -4.13
C -2.54 1.23 -3.50
C -3.42 -0.04 -3.74
C -3.51 -0.31 -5.20
C -3.90 0.85 -6.13
C -3.50 0.38 -7.50
C -5.44 1.10 -6.12
N -3.12 2.04 -5.74
O -3.24 3.09 -6.62
H -4.99 3.49 -4.37
H -5.14 2.20 -3.32
H -4.21 3.60 -2.77
H -1.54 3.74 -3.15
H -1.09 3.17 -4.66
H -2.23 4.51 -4.54
H -1.54 1.04 -3.91
H -2.42 1.41 -2.43
H -2.93 -0.85 -3.20
H -4.40 0.13 -3.31
H -4.31 -1.05 -5.33
H -2.60 -0.83 -5.51
H -4.03 -0.50 -7.86
H -2.42 0.22 -7.60
H -3.55 1.16 -8.27
H -5.71 2.09 -6.51
H -5.82 0.90 -5.12
H -6.04 0.38 -6.67
H -4.16 3.32 -6.52
C -0.22 1.22 -0.55
C 0.72 0.78 0.63
O -0.06 0.27 1.73
H -0.77 0.34 -0.90
H 0.28 1.76 -1.35
H -1.11 1.77 -0.25
H 1.27 1.70 0.84
H 1.49 0.07 0.33
H 0.50 0.16 2.50
C -2.44 4.17 0.04
O -3.24 4.88 -0.89
H -1.48 3.99 -0.44
H -2.22 4.81 0.89
H -2.80 3.21 0.41
H -2.86 5.69 -1.24
*
```

2.
Formula: C48H108AsF6N4O8
Source: the OMol25 dataset
Level of theory: the ωB97M-V functional and the def2-TZVPD basis

Properties
- E_HOMO: -7.0 eV
- DFT total energy: -5549.61448 a.u.
- Gap between HOMO and LUMO: 8.74 eV
- E_LUMO: 1.76 eV

```
! wB97M-V def2-TZVPD RIJCOSX def2/J DEFGRID3
* xyz -1 1
As -35.99 11.73 9.05
F -36.86 10.82 10.36
F -37.35 12.91 9.08
F -35.24 12.66 7.71
F -34.63 10.59 9.10
F -36.91 10.73 7.88
F -35.14 12.72 10.32
C -30.27 9.77 20.48
C -31.02 9.71 19.17
N -30.25 8.95 18.20
C -31.08 8.50 17.04
C -31.71 9.58 16.14
C -28.97 9.58 17.82
C -28.16 8.85 16.77
H -30.85 10.30 21.24
H -29.44 10.47 20.38
H -29.89 8.83 20.87
H -31.97 9.20 19.34
H -31.21 10.70 18.74
H -30.51 7.81 16.41
H -31.82 7.86 17.51
H -32.11 10.40 16.73
H -30.90 9.89 15.48
H -32.52 9.26 15.49
H -28.35 9.61 18.71
H -29.16 10.61 17.51
H -28.20 7.77 16.86
H -27.13 9.21 16.81
H -28.52 9.12 15.78
C -34.59 17.26 19.31
C -33.99 17.20 17.89
N -32.74 17.99 17.73
C -31.60 17.19 18.13
C -30.25 17.91 18.15
C -32.70 18.45 16.35
C -33.68 19.62 16.08
H -35.03 18.24 19.50
H -33.90 17.01 20.12
H -35.41 16.55 19.35
H -33.79 16.16 17.64
H -34.73 17.47 17.14
H -31.81 16.71 19.08
H -31.43 16.33 17.48
H -29.40 17.36 18.55
H -29.99 18.20 17.13
H -30.36 18.83 18.72
H -32.79 17.68 15.59
H -31.74 18.90 16.11
H -34.67 19.28 15.78
H -33.30 20.24 15.27
H -33.73 20.34 16.91
C -36.58 8.73 -3.41
C -35.33 9.43 -2.77
N -35.56 10.82 -2.36
C -34.48 11.31 -1.48
C -34.51 10.74 -0.05
C -35.64 11.64 -3.59
C -36.30 12.97 -3.29
H -37.52 8.97 -2.90
H -36.48 7.64 -3.38
H -36.72 8.91 -4.48
H -35.06 8.83 -1.90
H -34.43 9.34 -3.38
H -33.50 10.99 -1.85
H -34.51 12.39 -1.42
H -34.55 9.65 -0.01
H -33.58 10.92 0.50
H -35.33 11.10 0.57
H -36.23 11.18 -4.38
H -34.63 11.81 -3.96
H -35.63 13.62 -2.73
H -37.32 12.96 -2.90
H -36.32 13.43 -4.28
C -46.09 14.69 7.93
C -47.04 13.96 7.03
N -47.32 12.60 7.56
C -48.22 11.90 6.59
C -47.53 11.40 5.35
C -47.92 12.60 8.90
C -49.23 13.41 9.06
H -45.81 15.60 7.40
H -45.21 14.07 8.12
H -46.64 14.98 8.83
H -47.94 14.56 6.92
H -46.56 13.89 6.05
H -48.69 11.09 7.16
H -49.02 12.57 6.26
H -46.97 12.21 4.88
H -46.84 10.58 5.56
H -48.28 10.97 4.70
H -47.14 12.87 9.62
H -48.15 11.58 9.21
H -50.09 12.93 8.59
H -49.12 14.43 8.70
H -49.46 13.42 10.12
C -36.79 2.41 7.84
C -37.04 3.66 8.70
O -37.94 4.48 8.42
C -36.07 3.89 9.82
H -37.27 2.52 6.87
H -37.23 1.51 8.27
H -35.71 2.37 7.71
H -36.33 4.86 10.25
H -35.01 3.90 9.56
H -36.20 3.10 10.56
C -39.10 6.30 2.06
C -40.52 5.74 1.96
O -41.34 6.09 2.83
C -40.96 4.76 0.79
H -38.40 5.64 1.55
H -38.82 6.25 3.11
H -39.01 7.28 1.58
H -40.25 3.94 0.67
H -41.08 5.36 -0.11
H -41.94 4.34 1.02
C -38.80 20.23 5.89
C -37.59 20.64 6.68
O -37.41 21.83 6.88
C -36.64 19.56 7.15
H -39.24 19.30 6.25
H -38.51 20.11 4.85
H -39.52 21.05 5.91
H -35.63 19.96 7.22
H -36.67 18.64 6.56
H -36.87 19.23 8.17
C -28.62 14.08 8.37
C -27.54 13.55 9.31
O -26.62 12.87 8.89
C -27.55 14.13 10.72
H -28.52 15.15 8.19
H -29.57 13.98 8.89
H -28.59 13.56 7.41
H -28.59 14.13 11.03
H -27.13 15.12 10.54
H -26.99 13.59 11.48
C -29.40 6.06 8.33
C -30.22 5.24 7.32
O -30.41 4.01 7.51
C -30.72 5.81 6.05
H -29.72 5.76 9.33
H -29.50 7.14 8.22
H -28.35 5.76 8.33
H -31.37 5.11 5.52
H -29.93 6.00 5.32
H -31.30 6.73 6.13
C -39.58 13.82 2.30
C -40.79 12.88 2.25
O -41.24 12.40 3.29
C -41.32 12.49 0.87
H -38.91 13.59 1.47
H -38.97 13.68 3.19
H -39.84 14.87 2.36
H -40.66 11.84 0.28
H -41.59 13.36 0.27
H -42.23 11.90 0.94
C -41.21 13.87 15.89
C -41.72 14.24 14.51
O -42.32 13.44 13.81
C -41.18 15.53 13.91
H -42.08 13.49 16.43
H -40.80 14.68 16.49
H -40.54 13.01 15.83
H -40.10 15.45 13.96
H -41.47 16.35 14.56
H -41.56 15.81 12.92
C -41.73 3.68 14.61
C -40.71 4.75 14.86
O -40.67 5.71 14.09
C -39.87 4.57 16.11
H -41.47 3.12 13.71
H -42.70 4.16 14.50
H -41.82 2.97 15.44
H -40.39 4.43 17.06
H -39.27 5.46 16.28
H -39.23 3.70 16.01
*
```